100
Properties=species:S:1:pos:R:3:forces:R:3 method="wB97M-V/def2-TZVPD" total_charge=0 relative_energy_kcal_mol=0.0 orbital_gap_ev=9.66
C 1.362319 1.274927 1.882587 0.12 -0.27 0.16
C 0.043406 0.623297 1.512443 0.25 1.59 -0.45
F -0.036626 -0.668925 2.056477 -0.11 -0.06 -0.06
C -0.190083 0.619011 0.005016 -0.10 -0.65 -0.18
Si -0.314602 -1.091156 -0.708877 0.07 0.93 0.89
F -0.364450 -0.877657 -2.285671 0.13 -0.24 -0.35
C -1.906872 -1.989146 -0.256951 -0.08 -0.63 0.29
C -2.648738 -1.361028 0.876787 -0.30 0.86 0.07
O -3.016202 -0.231613 0.937945 0.16 -0.49 -0.08
I -3.151637 -2.656284 2.564954 0.08 -0.07 -0.11
O 1.043133 -1.915786 -0.239741 -0.74 -0.47 -1.00
Si 1.381005 -3.438767 -0.737895 0.53 -0.07 -0.05
Cl 0.129820 -4.141157 -2.214208 -0.03 0.28 0.08
C 1.251188 -4.621575 0.694400 -0.18 0.60 0.09
N 0.125149 -4.096578 1.497059 0.24 -0.16 -0.48
N 2.977029 -3.355287 -1.457981 -0.36 -0.18 0.17
C 3.831610 -4.064636 -0.971144 -0.74 0.64 -0.22
O 4.637988 -4.720263 -0.480622 1.16 -0.75 0.31
H 1.260426 2.355509 1.874209 -0.10 0.06 -0.20
H 1.635992 1.012261 2.903521 0.12 -0.15 0.00
H 2.150364 1.018483 1.177144 0.15 -0.22 0.12
H -0.735089 1.247203 1.945012 -0.31 -0.59 0.41
H 0.613058 1.104459 -0.551099 0.18 0.04 0.10
H -1.109144 1.139205 -0.261589 -0.09 0.04 0.06
H -1.735813 -3.034947 -0.012048 0.23 -0.06 -0.09
H -2.566135 -1.970358 -1.127173 -0.05 0.20 -0.07
H 0.984713 -5.591209 0.284508 0.06 -0.13 0.05
H 2.177929 -4.697271 1.269516 0.15 -0.22 -0.07
H -0.181707 -4.777967 2.176141 0.01 0.10 0.17
H 0.433441 -3.254063 1.965222 -0.25 0.02 0.23
C 3.920890 -0.469185 -4.796107 -0.05 0.39 0.34
C 4.697845 -0.658043 -3.512073 -0.21 -0.56 -0.24
O 5.207650 0.600052 -3.018929 0.06 0.08 0.11
C 4.356300 1.335408 -2.325066 0.04 -0.31 -0.13
O 3.220606 1.069859 -2.062960 -0.10 0.12 0.12
C 5.059713 2.614673 -1.835210 0.05 0.23 0.00
F 5.788360 3.175209 -2.805752 -0.01 -0.01 0.01
F 5.879463 2.324448 -0.815246 -0.01 -0.04 0.00
F 4.170682 3.508532 -1.412966 -0.03 -0.04 0.02
H 4.534057 0.042006 -5.530785 0.10 -0.04 -0.04
H 3.609670 -1.431853 -5.192484 0.01 -0.06 0.03
H 3.031857 0.139226 -4.628210 -0.05 -0.09 0.05
H 5.570660 -1.282965 -3.690171 0.15 0.19 0.07
H 4.095139 -1.143109 -2.745235 -0.04 0.17 0.08
C 0.314203 7.700800 4.265804 0.14 -0.28 0.00
C -1.124340 7.318392 3.995822 0.18 0.47 0.06
O -1.212931 5.983508 3.453688 -0.08 -0.08 -0.08
C -1.172604 4.996565 4.331929 -0.02 0.31 -0.01
O -1.071309 5.091883 5.518234 0.01 -0.15 0.09
C -1.323806 3.650888 3.600581 -0.02 -0.33 -0.10
F -0.557546 3.601685 2.499745 -0.11 0.19 0.08
F -2.594270 3.465891 3.224292 -0.01 0.10 0.00
F -0.976031 2.637842 4.387518 0.04 0.07 0.05
H 0.914979 7.585410 3.363256 -0.04 0.10 -0.04
H 0.371619 8.736397 4.598660 -0.03 0.02 -0.01
H 0.751434 7.064916 5.035064 -0.05 0.04 0.07
H -1.554700 7.970439 3.241425 -0.05 -0.18 -0.14
H -1.735449 7.399219 4.890378 0.01 -0.22 0.06
C -7.065095 7.519295 7.561950 0.27 -0.08 -0.10
C -7.060279 8.992612 7.219279 -0.47 -0.17 0.21
O -5.721566 9.464180 6.961081 0.09 0.13 0.00
C -5.250024 9.235657 5.747087 -0.27 -0.03 0.15
O -5.810833 8.684554 4.848656 0.10 -0.02 -0.15
C -3.838137 9.835170 5.622120 0.33 0.09 0.03
F -3.085471 9.554202 6.691293 -0.04 -0.06 -0.01
F -3.904488 11.167143 5.507396 -0.09 -0.01 -0.02
F -3.216384 9.355485 4.545329 -0.15 0.09 0.00
H -6.395185 7.320555 8.398639 -0.07 0.03 0.07
H -8.070572 7.199306 7.831672 -0.02 0.03 0.01
H -6.726065 6.919183 6.718340 -0.08 0.02 -0.05
H -7.417051 9.582110 8.060552 0.18 0.09 0.02
H -7.701430 9.209871 6.366487 0.15 -0.01 -0.13
C 3.310340 -4.675019 -11.036811 -0.04 0.29 0.01
C 4.151167 -4.905569 -9.800713 -0.12 -0.45 -0.25
O 4.715512 -3.670483 -9.315205 0.11 0.05 0.08
C 3.919397 -2.922920 -8.568188 0.01 -0.29 -0.12
O 2.791938 -3.162691 -8.256976 -0.08 0.12 0.10
C 4.680642 -1.672167 -8.094314 0.10 0.34 -0.05
F 5.381270 -1.114382 -9.086051 -0.04 -0.04 -0.04
F 5.545173 -1.999687 -7.121729 -0.05 -0.07 0.03
F 3.835821 -0.760639 -7.620020 0.00 -0.14 -0.26
H 3.892954 -4.164590 -11.803912 0.05 -0.09 -0.03
H 2.958818 -5.625712 -11.435356 0.02 -0.03 0.01
H 2.444669 -4.053214 -10.811542 -0.04 -0.07 0.05
H 5.002581 -5.541787 -10.030813 0.13 0.15 0.04
H 3.579911 -5.389171 -9.009880 -0.05 0.17 0.08
C -3.759180 -9.209745 -0.395534 0.29 -0.07 0.02
C -3.909711 -8.206799 0.726684 -0.46 -0.06 -0.28
O -2.789979 -8.267483 1.634856 0.04 0.03 0.13
C -1.707107 -7.608825 1.262525 -0.32 0.01 -0.10
O -1.555530 -6.976213 0.260408 0.18 0.05 -0.02
C -0.627013 -7.722339 2.352509 0.20 -0.11 0.18
F -0.506884 -8.968948 2.812858 -0.01 0.01 -0.07
F -0.929492 -6.928207 3.390552 -0.06 0.06 -0.05
F 0.552462 -7.335316 1.869595 0.00 -0.06 0.05
H -3.615465 -10.212892 0.006504 -0.10 -0.01 0.02
H -4.648262 -9.206053 -1.024522 -0.03 0.02 0.02
H -2.895157 -8.976249 -1.016785 -0.04 0.07 -0.03
H -4.784272 -8.436582 1.330553 0.11 -0.04 0.16
H -4.025636 -7.192421 0.348282 0.19 0.04 0.02